18
Properties=species:S:1:pos:R:3 method="wB97M-V/def2-TZVPD" de_lowest_kcal_mol=127.3 homo_ev=-12.657 e_tot_ha=-877.91617 e_lumo_ev=-6.28 charge=+1 homo_lumo_gap_ev=6.37 largest_force_ha_per_bohr=0.143
H -1.3168 1.4236 -1.8965
C 0.5751 -0.5136 -0.6083
H -2.6072 0.3263 -2.1748
Cl 1.5502 -1.7205 -0.0200
H -1.5360 -0.5188 2.1292
C -0.6983 -0.7496 1.6326
C -0.7208 -0.2608 0.2634
O 0.9878 2.0950 -0.5775
H 0.2448 -0.4326 2.1512
H -2.8249 1.5818 -1.1800
N -1.7992 0.1295 -0.2886
C -2.1574 0.8474 -1.3793
C 1.4360 1.0604 -0.2794
N 2.6094 0.6754 0.2437
H 0.2583 -0.7260 -1.6119
H -0.5316 -1.8276 1.7328
H 3.5939 -0.9417 1.2136
C 2.9367 -0.4483 0.6497

22
Properties=species:S:1:pos:R:3 method="wB97M-V/def2-TZVPD" de_lowest_kcal_mol=36.2 homo_ev="-8.567 / -9.490" e_tot_ha=-1445.16651 e_lumo_ev="-1.05 / -1.85" homo_lumo_gap_ev="7.51 / 7.64" largest_force_ha_per_bohr=0.110
H 0.8048 3.8001 0.0478
N 1.3973 1.9845 -0.1587
C -2.4225 1.0039 2.2223
C -1.4553 -1.0333 -0.5287
P -1.2781 0.7806 -0.0885
O 0.5771 2.9343 0.3711
H 2.2502 -0.4401 -2.7681
H 2.7513 -1.4528 -1.2714
H -2.2822 -1.4456 -1.1610
Cl -3.4175 2.2371 1.4515
O 1.0731 -2.7872 -2.5726
C 2.2156 -0.6024 -1.6020
H -2.9779 -0.0633 2.3778
H -2.0914 1.4283 3.3324
O -1.2911 0.6802 1.5680
H 2.9604 0.1346 -1.2058
C 0.4823 0.6477 -0.3836
N 0.0147 -2.6035 -1.9557
O -0.9055 -3.4253 -1.9840
C 0.8592 -0.5439 -1.0109
H -1.7248 -1.6500 0.2717
C -0.1417 -1.4484 -1.1590

21
Properties=species:S:1:pos:R:3 method="wB97M-V/def2-TZVPD" de_lowest_kcal_mol=0.0 homo_ev=-12.156 e_tot_ha=-1385.68960 e_lumo_ev=-5.03 charge=+1 homo_lumo_gap_ev=7.12 largest_force_ha_per_bohr=0.097
N 2.2631 -0.7226 0.4149
C -2.9661 0.7654 -0.9892
C 2.8619 0.4533 -0.0244
O -2.1508 0.9504 0.1651
H -1.2694 -0.1394 2.3901
C -0.8285 -0.4981 1.4974
N 2.0973 1.4377 -0.4385
H 0.6349 -1.8354 2.1323
H -3.6910 1.6163 -0.9632
H -2.3422 0.8127 -1.9987
S 4.5123 0.6919 -0.0228
H -0.2446 -0.4626 -1.5222
C 0.9252 -1.0433 0.2125
Cl 0.7736 -2.7464 -0.5876
H 0.1687 2.0586 -1.0088
C 0.8492 1.3252 -0.6708
C 0.1193 -0.0246 -0.5568
H 2.7201 -1.3636 1.0290
H -3.6386 -0.2188 -0.9171
N -1.0977 0.1305 0.3674
N 0.3033 -1.1872 1.4916

23
Properties=species:S:1:pos:R:3 method="wB97M-V/def2-TZVPD" homo_ev=-11.011 e_tot_ha=-1331.78667 e_lumo_ev=-0.46 homo_lumo_gap_ev=10.55 largest_force_ha_per_bohr=0.163
F 2.8028 -2.1073 1.7513
F -1.5087 0.3988 1.2788
H -2.1840 1.2587 -0.6520
F 1.5731 -0.2706 2.6509
O 2.7025 0.7288 0.5505
C 1.9244 -0.4598 0.0665
C 0.7186 0.2497 -0.7867
H -0.9479 -0.4271 -2.1947
O 0.4250 1.7018 -0.5983
C -1.9182 0.2055 -0.1611
F 0.4349 -2.1310 1.4577
H 1.1918 0.2762 -1.8824
O 1.3853 3.1208 1.2704
O 2.9053 3.0178 -0.7332
C -0.6991 -0.5345 -1.0349
S 1.9250 2.1895 0.1342
C -3.3346 -0.6792 -0.2518
H -3.5665 -0.8893 -1.4033
H 2.7425 -1.0092 -0.5941
C 1.6062 -1.2252 1.4803
H -0.6395 -1.6840 -0.8224
H -4.2700 -0.0426 0.1265
H -3.2687 -1.6877 0.3478

18
Properties=species:S:1:pos:R:3 method="wB97M-V/def2-TZVPD" de_lowest_kcal_mol=9.2 homo_ev="-7.632 / -7.631" e_tot_ha=-781.22428 e_lumo_ev="-0.35 / -0.35" homo_lumo_gap_ev="7.28 / 7.28" largest_force_ha_per_bohr=0.106
I -0.5478 2.9802 -1.4636
O 1.8339 -2.0409 2.2951
C -0.8197 0.8216 -2.1014
C 1.2773 -1.4971 1.1562
C -0.0243 -0.1267 -1.2686
C 0.0634 -1.8750 0.4611
H -0.5194 0.6776 -3.1965
C -0.6706 -0.7937 -0.3010
H 1.5567 -0.4530 0.9816
H -1.8959 0.4880 -1.8668
C 1.3335 2.6156 -0.4898
H -0.5690 -2.7560 0.8322
F 2.3788 3.0311 -1.2448
H -1.7596 -0.5333 -0.2350
H 1.0113 -0.2451 -1.5255
H 2.2645 -2.9279 2.1243
H 1.3163 3.3714 0.3823
O 1.2415 -2.3701 0.0279

16
Properties=species:S:1:pos:R:3 method="wB97M-V/def2-TZVPD" de_lowest_kcal_mol=68.6 homo_ev=-9.693 e_tot_ha=-387.92889 e_lumo_ev=1.04 homo_lumo_gap_ev=10.74 largest_force_ha_per_bohr=0.092
H -2.1947 0.2735 0.9348
C -1.3402 0.6698 0.5223
H 1.1296 2.4381 -0.6296
C -0.2967 -0.0313 -0.4424
H 2.6649 1.7876 0.2126
H -1.0419 1.9435 -1.4958
N -0.4511 -3.7039 1.4945
C 0.5070 -3.5527 0.8844
C 1.6545 1.6153 -0.1088
H 1.2967 -2.9864 0.4074
F 1.8492 -0.6389 0.2987
H -0.4282 -1.0663 -0.3882
C -1.3829 0.9112 -1.0223
C 1.1097 0.4548 -0.1313
H -2.1429 0.3260 -1.5928
H -0.9330 1.5597 1.0565

19
Properties=species:S:1:pos:R:3 method="wB97M-V/def2-TZVPD" de_lowest_kcal_mol=0.0 homo_ev=-9.762 e_tot_ha=-613.72842 e_lumo_ev=0.72 homo_lumo_gap_ev=10.48 largest_force_ha_per_bohr=0.079
H -0.5730 2.1018 -1.2674
H -0.1178 1.8830 0.3422
O -1.5171 0.4461 -0.2849
C 3.4414 0.4231 0.3575
C 0.7979 0.4191 -1.2190
C 0.1088 -1.4621 0.0269
C -0.3692 1.2334 -0.6035
O 3.5444 1.3277 1.1330
C -1.0593 -0.6362 0.5799
H 0.4523 -1.9568 0.8687
H 0.3253 0.0148 -2.1223
O 2.4337 -1.3894 1.3636
H 1.7749 1.0737 -1.5462
H -0.5495 -0.1022 1.4635
H -0.2525 -2.1521 -0.8331
N 1.2035 -0.5743 -0.3524
C 2.2700 -0.5706 0.4654
F 4.3572 0.0083 -0.5151
H -1.9168 -1.1990 0.9133

19
Properties=species:S:1:pos:R:3 method="wB97M-V/def2-TZVPD" de_lowest_kcal_mol=66.9 homo_ev=-9.140 e_tot_ha=-613.62186 e_lumo_ev=-0.01 homo_lumo_gap_ev=9.13 largest_force_ha_per_bohr=0.086
F -1.6415 2.2109 -1.2588
H -1.1410 -1.5424 1.0216
N 2.6646 0.7936 0.0828
H 1.0103 1.4761 1.2639
H 0.8161 -1.1194 -0.3201
C 0.4775 1.4366 -0.8684
O 3.3234 1.8003 0.2780
H 1.4377 -1.0349 1.2335
H -3.0826 0.7716 1.4200
O -2.8101 0.2956 0.5952
H -0.8108 -0.3101 2.2959
O 3.0801 -0.2812 -0.3709
C 0.7025 -0.6370 0.6013
C 1.2774 0.8397 0.3873
C -1.4678 0.4678 0.3949
H 0.8705 1.0553 -1.8956
C -0.6731 -0.5471 1.1378
H 0.5960 2.4687 -0.9878
C -0.9700 1.2717 -0.6300

22
Properties=species:S:1:pos:R:3 method="wB97M-V/def2-TZVPD" de_lowest_kcal_mol=71.3 homo_ev="-7.323 / -7.419" s2=0.75 e_tot_ha=-845.69182 e_lumo_ev="-0.66 / -0.66" homo_lumo_gap_ev="6.67 / 6.76" spin_multiplicity=2 largest_force_ha_per_bohr=0.077
O 2.9734 0.9894 -0.1244
H 3.7747 -0.4866 -1.3410
H -2.4149 0.7714 -1.3444
H 3.7887 -1.7645 1.2624
O -3.0105 0.1672 0.5387
O 0.8073 0.6187 0.0533
C -4.0552 -0.5830 0.1818
H -1.5045 -0.5898 -0.6821
H 2.4613 -1.9165 0.0612
O -4.9987 -0.6708 1.0138
Hg 1.3360 1.9307 -1.8476
C -0.9323 1.3486 0.1174
H 4.7985 0.0402 0.0407
C 1.9526 0.7528 0.7952
H -1.3006 2.3810 -0.0252
C 3.7770 -0.1938 -0.2846
H -0.9276 1.3560 1.2227
C 3.0922 -1.2144 0.6220
O 2.2648 -0.3914 1.4549
O -4.1150 -1.1026 -0.9628
Li -5.8215 -1.8272 -0.3242
C -1.9459 0.3846 -0.4276

17
Properties=species:S:1:pos:R:3 method="wB97M-V/def2-TZVPD" de_lowest_kcal_mol=72.4 homo_ev=-13.297 e_tot_ha=-640.21011 e_lumo_ev=-5.92 charge=+1 homo_lumo_gap_ev=7.37 largest_force_ha_per_bohr=0.094
C -0.6824 1.0306 0.1304
H -1.3264 1.7459 -0.3254
C -0.5072 0.9226 1.7059
C 0.5000 1.7126 0.9213
H 0.2239 -2.7818 -4.4678
C -0.0314 -2.2123 -1.3725
H -0.2155 0.0105 2.0748
C -0.0528 -1.0688 -0.5327
H 0.2097 -3.1515 -0.6999
H 1.4505 1.4033 0.8777
C -0.4258 -2.8013 -3.7235
H -1.3955 1.4585 2.1522
N -0.5452 0.0927 -0.8231
H 0.3333 -1.3332 0.5769
H 0.6519 2.7711 0.9284
I -2.3459 -3.6228 -4.1098
N -0.0803 -2.2235 -2.6594